Entry 1:
# C3H10N4O

A molecular structure, C3H10N4O (wB97M-V/def2-TZVPD, the Open Molecules 2025 dataset).

The energy relative to the best compared isomer or geometry (same formula, charge and spin) comes out at 4.6887 eV. The LUMO energy comes out at 0.7 eV.

ORCA input file:
```
! RIJCOSX wB97M-V def2-TZVPD def2/J DEFGRID3
* xyz 0 1
C -0.19 -0.89 -0.89
C 0.76 -0.02 1.09
N 0.27 -0.12 -1.93
N 1.48 -1.11 1.52
C 1.12 1.27 1.22
O -0.07 -2.09 -0.78
H 0.27 0.88 -1.78
H 1.09 -0.52 -2.38
H 2.47 -0.98 1.67
H 1.22 -2.00 1.11
H 0.45 2.07 0.95
H 2.08 1.58 1.62
N -1.44 -0.28 -0.23
N -1.91 0.97 -0.72
H -2.19 1.54 0.08
H -2.66 0.84 -1.39
H -2.10 -1.02 0.02
H -0.66 -0.13 0.83
*
```

***

Entry 2:
# C2H4ClFS

2 unconnected molecules or ions with the total composition C2H4ClFS (wB97M-V/def2-TZVPD, the Open Molecules 2025 dataset).

The energy relative to the best compared isomer or geometry (same formula, charge and spin) comes out at 0.8926 eV. The LUMO energy comes out at 0.7 eV.

ORCA input file:
```
! RIJCOSX wB97M-V def2-TZVPD def2/J DEFGRID3
* xyz 0 1
C 1.52 -0.96 -0.44
C 2.14 -0.04 0.28
F 2.92 -0.36 1.32
Cl 2.04 1.66 0.04
H 1.65 -2.00 -0.21
H 0.90 -0.69 -1.27
S -2.36 1.60 0.17
H -1.26 0.86 0.03
H -1.96 2.06 1.35
*
```

***

Entry 3:
# C4H6N2O

A single C4H6N2O molecule (wB97M-V/def2-TZVPD, the Open Molecules 2025 dataset).

The energy relative to the best compared isomer or geometry (same formula, charge and spin) comes out at 2.0260 eV. The LUMO energy comes out at 0.8 eV.

ORCA input file:
```
! RIJCOSX wB97M-V def2-TZVPD def2/J DEFGRID3
* xyz 0 1
C -2.20 0.32 -0.04
C -0.85 -0.28 0.15
C 0.31 0.34 0.71
C 1.32 -0.40 0.17
N 2.67 -0.19 -0.05
O 0.83 -1.47 -0.45
N -0.56 -1.37 -0.50
H -2.23 0.78 -1.04
H -2.99 -0.43 0.00
H -2.40 1.11 0.69
H 0.38 1.22 1.33
H 2.90 0.78 0.08
H 2.81 -0.41 -1.04
*
```

***

Entry 4:
# C26H25N14S3Tc

A molecular structure, C26H25N14S3Tc (wB97M-V/def2-TZVPD, the Open Molecules 2025 dataset).

The energy relative to the best compared isomer or geometry (same formula, charge and spin) comes out at 0.0000 eV. The expectation value of S² is 3.772. The LUMO energy (spin up / spin down) comes out at -4.1 / -5.5 eV.

ORCA input file:
```
! RIJCOSX wB97M-V def2-TZVPD def2/J DEFGRID3
* xyz 1 4
Tc 0.56 0.64 -0.40
C 1.02 2.87 3.27
C 1.50 1.97 4.23
C 1.83 0.71 3.82
C 1.68 0.32 2.49
N 1.15 1.17 1.58
C 0.86 2.43 1.99
N 2.15 -0.93 2.21
C 2.10 -1.51 1.07
N 1.46 -1.11 -0.10
C 1.69 -2.08 -1.09
N 1.30 -2.10 -2.30
C 0.51 -1.17 -2.93
C 0.22 -1.49 -4.26
C -0.60 -0.68 -5.01
C -1.14 0.45 -4.41
C -0.80 0.73 -3.11
N 0.02 -0.05 -2.37
C 2.50 -3.15 -0.50
C 2.99 -4.32 -1.05
C 3.74 -5.14 -0.22
C 3.99 -4.79 1.11
C 3.50 -3.62 1.66
C 2.74 -2.81 0.82
H 0.78 3.89 3.52
H 1.63 2.28 5.26
H 2.25 -0.02 4.50
H 0.48 3.10 1.23
H 0.66 -2.39 -4.66
H -0.83 -0.93 -6.04
H -1.80 1.12 -4.94
H -1.21 1.60 -2.63
H 2.80 -4.57 -2.08
H 4.15 -6.06 -0.61
H 4.59 -5.45 1.72
H 3.69 -3.33 2.68
C -3.94 -0.23 -0.81
C -3.28 -1.59 -0.54
S -1.52 -1.67 -0.05
C -1.62 -1.84 1.75
C -2.34 -0.69 2.48
S -2.04 0.86 1.60
C -3.38 1.97 2.09
C -4.47 1.95 1.02
S -5.07 0.31 0.53
H -4.54 -0.31 -1.71
H -3.20 0.56 -0.97
H -3.30 -2.21 -1.44
H -3.82 -2.14 0.23
H -0.58 -1.90 2.05
H -2.09 -2.80 1.98
H -1.99 -0.63 3.51
H -3.42 -0.85 2.48
H -2.96 2.97 2.15
H -3.73 1.66 3.07
H -4.11 2.45 0.12
H -5.33 2.51 1.37
N 1.47 3.81 -1.60
C 0.17 3.65 -1.23
N -0.76 4.58 -1.30
N -1.87 3.99 -0.83
N -1.66 2.77 -0.51
N -0.34 2.49 -0.75
C 2.40 2.83 -1.51
N 3.67 2.97 -1.81
N 4.22 1.75 -1.59
N 3.36 0.92 -1.17
N 2.15 1.56 -1.11
H 1.77 4.72 -1.94
*
```

***

Entry 5:
# C4H5O2P

A single C4H5O2P molecule (wB97M-V/def2-TZVPD, the Open Molecules 2025 dataset).

The energy relative to the best compared isomer or geometry (same formula, charge and spin) comes out at 2.1412 eV. The LUMO energy comes out at 0.6 eV.

ORCA input file:
```
! RIJCOSX wB97M-V def2-TZVPD def2/J DEFGRID3
* xyz 0 1
O -1.93 1.06 0.15
C -0.69 0.57 0.15
C 0.49 1.41 0.19
C 1.65 0.72 0.16
P 1.41 -1.08 0.23
C -0.33 -0.72 0.07
O -1.63 -1.92 -0.09
H -2.54 0.31 0.10
H 0.41 2.48 0.21
H 2.63 1.17 0.17
H 1.66 -1.29 -1.13
H -1.12 -2.72 -0.21
*
```

***

Entry 6:
# C5H8O2

A molecular structure, C5H8O2 (wB97M-V/def2-TZVPD, the Open Molecules 2025 dataset).

The energy relative to the best compared isomer or geometry (same formula, charge and spin) comes out at 4.0435 eV. The LUMO energy comes out at 0.6 eV.

ORCA input file:
```
! RIJCOSX wB97M-V def2-TZVPD def2/J DEFGRID3
* xyz 0 1
O -1.67 1.22 0.70
C -1.50 -0.11 0.34
C -0.08 -0.55 0.12
C 0.85 -0.42 1.35
C 1.87 0.24 0.42
O 3.05 0.42 0.49
C 0.82 0.44 -0.67
H -2.11 0.88 -0.30
H -2.13 -0.80 0.90
H -2.04 -0.17 -0.82
H -0.10 -1.55 -0.31
H 0.46 0.31 2.08
H 1.16 -1.33 1.87
H 0.41 1.45 -0.62
H 1.11 0.19 -1.69
*
```

***

Entry 7:
# C6H15F4N2O

2 unconnected molecules or ions with the total composition C6H15F4N2O (wB97M-V/def2-TZVPD, the Open Molecules 2025 dataset).

The LUMO energy comes out at -3.0 eV.

ORCA input file:
```
! RIJCOSX wB97M-V def2-TZVPD def2/J DEFGRID3
* xyz 1 1
N -2.02 0.42 1.91
C -2.30 0.01 0.61
N -1.23 0.39 -0.50
C -0.54 1.72 -0.40
F 0.30 1.63 0.65
F 0.16 1.80 -1.54
C -1.49 2.95 -0.27
F -0.94 3.81 0.60
F -1.60 3.51 -1.49
H -1.12 0.18 2.30
H -2.29 1.36 2.16
H -3.24 0.44 0.25
H -2.36 -1.07 0.52
H -0.48 -0.35 -0.54
H -1.68 0.36 -1.42
H -2.49 2.67 0.08
C 2.41 -0.47 -0.58
C 1.56 -1.54 0.07
C 2.25 -2.88 0.22
O 0.30 -1.64 -0.64
H 2.73 -0.73 -1.59
H 1.79 0.42 -0.66
H 3.29 -0.23 0.00
H 1.25 -1.18 1.06
H 2.52 -3.27 -0.77
H 1.59 -3.60 0.70
H 3.16 -2.78 0.80
H 0.48 -1.96 -1.54
*
```

***

Entry 8:
# C3H7NOSn

A molecular structure, C3H7NOSn (wB97M-V/def2-TZVPD, the Open Molecules 2025 dataset).

The energy relative to the best compared isomer or geometry (same formula, charge and spin) comes out at 1.4490 eV. The LUMO energy comes out at -12.4 eV.

ORCA input file:
```
! RIJCOSX wB97M-V def2-TZVPD def2/J DEFGRID3
* xyz 2 1
Sn -3.99 -0.51 0.09
C -0.17 1.16 -1.44
C -0.19 0.06 -0.43
O -1.16 -0.69 -0.29
N 0.84 -0.09 0.41
C 0.87 -1.04 1.50
H -0.63 2.05 -1.02
H -0.68 0.88 -2.36
H 0.80 1.50 -1.81
H 1.69 0.45 0.28
H 0.77 -1.95 0.92
H 0.03 -0.76 2.13
H 1.84 -1.05 2.01
*
```

***

Entry 9:
# C5H13NO

A single C5H13NO molecule (wB97M-V/def2-TZVPD, the Open Molecules 2025 dataset).

The energy relative to the best compared isomer or geometry (same formula, charge and spin) comes out at 0.9325 eV. The LUMO energy comes out at 1.0 eV.

ORCA input file:
```
! RIJCOSX wB97M-V def2-TZVPD def2/J DEFGRID3
* xyz 0 1
C -1.31 1.31 0.64
C -0.72 1.16 -0.74
C 0.02 -0.23 -1.05
N -0.91 -1.35 -1.02
C 1.29 -0.40 -0.22
C 1.16 -1.31 1.09
O 1.91 0.82 0.16
H -0.55 1.41 1.41
H -1.93 2.21 0.69
H -1.96 0.46 0.91
H -0.06 2.01 -0.95
H -1.52 1.26 -1.49
H 0.35 -0.13 -2.09
H -1.65 -1.22 -1.72
H -1.36 -1.43 -0.11
H 2.02 -0.93 -0.84
H 0.83 -2.32 0.83
H 0.45 -0.88 1.79
H 2.13 -1.38 1.59
H 1.80 0.94 1.12
*
```

***

Entry 10:
# C31H23N4O7RhS3

A molecular structure, C31H23N4O7RhS3 (wB97M-V/def2-TZVPD, the Open Molecules 2025 dataset).

The energy relative to the best compared isomer or geometry (same formula, charge and spin) comes out at 2.6649 eV. The LUMO energy comes out at 3.9 eV.

ORCA input file:
```
! RIJCOSX wB97M-V def2-TZVPD def2/J DEFGRID3
* xyz -2 1
Rh 0.08 -0.16 -0.03
C -2.73 2.20 2.18
C -1.97 0.99 1.71
N -0.87 1.18 1.05
N -0.46 2.51 0.96
C 0.54 2.71 0.19
S 1.40 1.56 -0.73
S 1.15 4.40 0.15
C 2.31 4.30 1.56
C 1.74 4.80 2.85
C 1.98 6.11 3.26
C 1.44 6.60 4.44
C 0.65 5.77 5.23
C 0.42 4.46 4.83
C 0.96 3.98 3.65
C -2.49 -0.34 2.06
C -3.49 -0.41 3.06
C -4.05 -1.59 3.48
C -3.64 -2.78 2.88
C -2.67 -2.77 1.92
C -2.03 -1.56 1.49
O -1.10 -1.69 0.62
H -2.53 3.04 1.53
H -2.42 2.49 3.19
H -3.80 1.98 2.19
H 3.18 4.90 1.27
H 2.63 3.26 1.65
H 2.59 6.76 2.64
H 1.63 7.62 4.74
H 0.22 6.15 6.15
H -0.18 3.81 5.45
H 0.80 2.95 3.35
H -3.81 0.51 3.53
H -4.81 -1.59 4.26
H -4.09 -3.72 3.17
H -2.33 -3.68 1.44
N 2.06 -1.39 -1.41
C 0.94 -1.69 -1.50
O 2.79 0.83 5.01
C 3.24 -0.36 4.51
C 4.13 -1.13 5.25
C 4.58 -2.35 4.78
C 4.14 -2.82 3.54
C 3.25 -2.04 2.81
C 2.79 -0.81 3.26
C 1.85 0.00 2.38
O 1.75 1.21 2.53
O 1.26 -0.73 1.51
H 3.16 0.93 5.89
H 4.46 -0.77 6.22
H 5.27 -2.94 5.37
H 4.47 -3.77 3.16
H 2.88 -2.38 1.85
O -2.10 0.08 -5.85
S -2.63 -0.57 -4.67
O -3.98 -1.07 -4.79
N -2.44 0.35 -3.36
C -1.62 -0.25 -2.51
O -1.25 0.38 -1.45
C -1.14 -1.58 -2.88
C -0.30 -2.50 -2.09
C 0.21 -3.62 -2.95
C -0.22 -3.82 -4.22
C -1.15 -2.99 -4.89
C -1.54 -1.89 -4.17
H -0.76 -2.84 -1.15
H 0.93 -4.29 -2.51
H 0.19 -4.68 -4.75
H -1.49 -3.18 -5.90
*
```

***

Entry 11:
# C2H9N5O

3 unconnected molecules or ions with the total composition C2H9N5O (wB97M-V/def2-TZVPD, the Open Molecules 2025 dataset).

The energy relative to the best compared isomer or geometry (same formula, charge and spin) comes out at 0.0000 eV. The LUMO energy comes out at -5.4 eV.

ORCA input file:
```
! RIJCOSX wB97M-V def2-TZVPD def2/J DEFGRID3
* xyz 2 1
C 9.12 0.53 -0.30
C 5.97 -2.20 0.07
N 10.12 1.15 -0.23
N 5.43 0.12 -0.15
N 5.27 1.10 0.63
N 5.54 -1.04 0.09
N -16.65 0.27 -0.25
O 8.07 0.03 -0.17
H 5.28 -3.04 0.11
H 7.03 -2.41 0.04
H 10.98 1.36 -0.68
H 5.08 2.00 0.20
H 5.37 1.05 1.64
H -16.11 0.84 -0.92
H -17.65 0.33 -0.48
H -16.49 0.62 0.71
H -16.35 -0.72 -0.31
*
```

***

Entry 12:
# C2H6N3O

2 unconnected molecules or ions with the total composition C2H6N3O (wB97M-V/def2-TZVPD, the Open Molecules 2025 dataset).

The energy relative to the best compared isomer or geometry (same formula, charge and spin) comes out at 3.0751 eV. The LUMO energy comes out at -3.9 eV.

ORCA input file:
```
! RIJCOSX wB97M-V def2-TZVPD def2/J DEFGRID3
* xyz 1 1
C -0.44 0.04 -2.68
C 0.99 0.19 1.32
N -0.03 -0.42 -3.69
N -0.40 0.83 1.16
N 0.80 -0.93 1.95
O -0.88 0.41 -1.66
H 0.84 -0.48 -4.09
H -1.18 0.30 1.37
H -0.52 1.62 1.79
H -0.18 -1.40 2.08
H 1.64 -1.30 2.33
H -0.65 1.13 0.13
*
```

***

Entry 13:
# C3H11NO2S2

2 unconnected molecules or ions with the total composition C3H11NO2S2 (wB97M-V/def2-TZVPD, the Open Molecules 2025 dataset).

The energy relative to the best compared isomer or geometry (same formula, charge and spin) comes out at 1.3693 eV. The LUMO energy comes out at 0.4 eV.

ORCA input file:
```
! RIJCOSX wB97M-V def2-TZVPD def2/J DEFGRID3
* xyz 0 1
N 0.66 0.35 1.53
C -0.21 0.27 0.38
C -1.75 0.40 0.68
O -2.13 -0.59 1.56
C 0.11 1.29 -0.74
S 1.44 0.83 -1.91
S 3.05 0.82 -0.65
H 0.30 -0.16 2.42
H 1.00 1.28 1.86
H -0.09 -0.75 -0.03
H -2.09 1.32 1.24
H -2.44 0.25 -0.14
H -1.72 -1.48 1.54
H 0.65 2.18 -0.24
H -0.86 1.54 -1.26
H 3.15 -0.37 -0.05
O 0.22 -2.60 -1.79
H 1.12 -2.46 -1.95
H -0.41 -2.12 -2.43
*
```

***

Entry 14:
# C36H25CoF5N12O5

A molecular structure, C36H25CoF5N12O5 (wB97M-V/def2-TZVPD, the Open Molecules 2025 dataset).

The energy relative to the best compared isomer or geometry (same formula, charge and spin) comes out at 0.7482 eV. The LUMO energy comes out at -3.5 eV.

ORCA input file:
```
! RIJCOSX wB97M-V def2-TZVPD def2/J DEFGRID3
* xyz 1 1
Co 1.97 -0.16 0.28
N 4.99 0.99 0.06
C 4.91 -0.33 0.41
C 6.06 -0.89 0.99
C 6.08 -2.21 1.33
C 4.94 -2.98 1.08
C 3.86 -2.36 0.53
N 3.81 -1.06 0.18
C 4.04 1.86 -0.43
C 4.48 3.11 -0.87
C 3.59 3.98 -1.44
C 2.27 3.56 -1.60
C 1.91 2.33 -1.13
N 2.77 1.49 -0.52
H 5.88 1.41 0.25
H 6.91 -0.25 1.18
H 6.95 -2.64 1.79
H 4.90 -4.03 1.33
H 2.96 -2.92 0.37
H 5.53 3.38 -0.75
H 3.91 4.95 -1.78
H 1.53 4.19 -2.07
H 0.89 1.98 -1.20
C -1.70 -3.12 2.96
N -0.71 -2.79 1.93
C -0.21 -1.59 1.65
N 0.74 -1.72 0.73
C 0.75 -3.06 0.47
N -0.13 -3.73 1.17
C -3.07 -2.54 2.70
C -4.04 -2.66 3.70
C -5.30 -2.12 3.52
C -5.62 -1.44 2.36
C -4.66 -1.32 1.36
C -3.39 -1.88 1.53
C -4.93 -0.56 0.15
N -5.93 0.19 -0.16
N -5.66 0.72 -1.41
C -4.52 0.25 -1.76
O -3.99 -0.58 -0.83
C -3.71 0.50 -2.95
C -3.98 1.57 -3.80
C -3.14 1.80 -4.87
C -2.03 1.00 -5.10
C -1.76 -0.07 -4.26
C -0.57 -0.96 -4.47
N 0.46 -0.79 -3.43
C 0.35 -0.72 -2.11
N 1.56 -0.63 -1.58
C 2.40 -0.61 -2.66
N 1.76 -0.73 -3.79
C -2.63 -0.33 -3.20
H -1.32 -2.76 3.91
H -1.72 -4.21 2.99
H -0.53 -0.68 2.12
H 1.34 -3.54 -0.29
H -3.80 -3.18 4.62
H -6.04 -2.22 4.31
H -6.59 -1.00 2.22
H -2.67 -1.77 0.74
H -4.83 2.20 -3.60
H -3.35 2.63 -5.54
H -1.37 1.21 -5.93
H -0.06 -0.73 -5.41
H -0.85 -2.01 -4.49
H -0.58 -0.73 -1.56
H 3.47 -0.54 -2.58
H -2.47 -1.20 -2.57
F -1.68 4.99 3.26
C -1.15 3.96 2.60
C 0.21 3.81 2.50
F 1.03 4.69 3.08
C 0.76 2.75 1.80
F 2.10 2.65 1.79
C -0.03 1.79 1.18
O 0.35 0.73 0.46
C -1.41 1.97 1.30
F -2.23 1.06 0.74
C -1.97 3.03 1.99
F -3.30 3.14 2.07
O 1.93 -1.44 3.73
N 1.78 -0.37 3.16
O 0.93 0.45 3.45
O 2.55 -0.15 2.12
*
```

***

Computed values of max |F| (unit: eV/A) for the preceding records, in sequence: 3.56 0.45 0.47 0.75 4.99 4.61 1.67 4.53 2.67 1.13 2.10 3.55 4.68 0.88.